No. 1
C3H8N2 | the ωB97M-V functional and the def2-TZVPD basis

Structure (XYZ):
```
13
Properties=species:S:1:pos:R:3:forces:R:3:lowdin_charge:R:1
C -1.54350 -0.47308 0.66698 1.207 0.312 -0.164 -0.103
C -1.02498 0.26697 -0.60506 -0.659 0.821 0.573 -0.302
N 1.32879 -0.99013 0.34046 -1.911 0.272 -2.977 0.083
C 1.28487 0.36754 -0.07055 -1.693 4.533 2.359 -0.380
N 0.16452 1.13214 -0.28800 2.406 -3.059 -0.349 0.018
H -2.26104 0.16342 1.18550 -0.280 -0.294 -0.179 0.061
H -0.65609 -0.51522 1.32270 -0.730 -0.388 -0.085 0.044
H -1.89518 -1.50235 0.48683 -0.054 0.568 0.066 0.073
H -1.84392 0.89461 -1.00965 0.612 0.050 0.353 0.096
H -0.77792 -0.35030 -1.48209 0.047 -0.472 0.429 0.093
H 2.12860 -1.51308 -0.00065 0.699 0.526 0.239 0.064
H 2.21905 0.88520 -0.01302 0.486 0.640 -0.178 0.107
H 0.96724 -0.50929 -0.80819 -0.129 -3.507 -0.085 0.145
```
Positions in Å, forces in eV/Å.

## Properties
Gap between HOMO and LUMO = 9.52 eV
Energy relative to the best compared isomer or geometry (same formula, charge and spin) = 122.2 kcal/mol
2S+1 = 1
F_max = 0.1047 Eh/bohr

---

No. 2
C39H37F9OP2Ti | the ωB97M-V functional and the def2-TZVPD basis

Structure (XYZ):
```
89
Properties=species:S:1:pos:R:3:forces:R:3:lowdin_charge:R:1
Ti 0.88164 -0.64853 1.00986 0.278 -0.114 -0.542 0.754
C -3.45842 1.13299 4.40556 -0.301 0.440 -0.092 -0.105
C -3.46264 0.64250 3.16898 -1.447 -0.773 0.085 -0.117
C -3.33336 1.31410 1.84392 0.792 0.134 -1.054 -0.200
C -1.84861 1.48947 1.43353 -0.420 0.242 -1.282 -0.189
C -1.08400 2.58841 2.11799 1.256 -0.848 0.840 -0.115
C -1.43535 3.26554 3.20930 0.079 0.798 -0.321 -0.119
C -2.82459 3.53822 3.69526 0.065 -0.242 1.210 -0.201
C -3.24118 2.58557 4.82143 0.125 -0.865 0.582 -0.185
C 2.87172 -1.25235 0.94215 1.180 -0.367 -0.632 -0.266
H -3.70257 0.43369 5.21183 0.215 0.265 -0.156 0.102
H -3.81408 -0.39990 2.99729 0.670 0.518 0.699 0.111
H -3.85537 2.27744 1.70776 0.180 -0.665 0.168 0.107
H -3.76706 0.62300 1.10773 0.024 0.262 0.079 0.108
H -1.37515 0.43933 1.40539 -0.243 1.428 0.569 0.099
H -1.81702 1.81031 0.38631 -0.248 -0.373 -0.357 0.092
H -0.05061 2.73216 1.74955 -0.378 -0.400 0.398 0.102
H -0.69194 3.80356 3.82531 -0.090 -0.134 -0.887 0.117
H -3.56664 3.49546 2.89713 0.223 0.498 0.390 0.092
H -2.76983 4.54131 4.16242 -0.392 -0.305 -0.534 0.117
H -2.48034 2.54292 5.63597 -0.291 0.331 -0.508 0.117
H -4.15305 2.97404 5.30605 0.143 -0.259 -0.148 0.111
H 3.35428 -1.95158 1.64469 -0.468 0.277 0.012 -0.008
H 3.52597 -0.35511 0.92541 -0.206 -0.232 -0.015 -0.015
H 2.98268 -1.74831 -0.03415 0.239 0.139 -0.204 -0.023
P -0.14647 -1.65069 -2.35256 0.379 -1.399 -1.631 0.947
P 1.26997 0.60158 -1.83591 1.192 1.743 -0.535 0.948
C -1.12400 -0.15781 -2.70474 0.368 0.867 0.485 -0.293
C -0.40042 0.97403 -2.48553 -0.898 -1.491 -0.387 -0.299
C -0.46519 -2.72174 -3.84121 -0.169 0.045 -0.002 -0.377
C -1.37850 -2.42922 -4.86773 0.107 -0.507 0.031 -0.093
C -1.67154 -3.39830 -5.84037 0.155 0.022 0.036 -0.086
C -1.02349 -4.63775 -5.84193 0.004 0.398 0.266 -0.089
C -0.02799 -4.87392 -4.88990 0.035 -0.022 0.027 -0.086
C 0.26119 -3.92486 -3.90748 -0.363 0.023 -0.143 -0.102
C -0.94970 -2.56559 -1.04033 -0.569 0.015 0.981 -0.372
C -0.34322 -2.49583 0.28094 -0.430 -0.543 -1.142 -0.223
C -1.09782 -2.97177 1.37484 -0.154 -0.763 0.148 -0.081
C -2.34172 -3.58250 1.17951 0.455 0.500 -0.352 -0.064
C -2.87055 -3.71197 -0.11370 0.346 0.292 -0.190 -0.073
C -2.20119 -3.16612 -1.22278 -0.056 0.103 0.921 -0.078
C 2.16097 0.74929 -3.58713 -0.274 -0.486 0.236 -0.263
C 1.97924 -0.27181 -4.53929 -0.222 0.067 0.221 -0.111
C 2.24637 -0.05322 -5.89020 0.222 -0.194 -0.276 -0.087
C 2.88444 1.10352 -6.33274 -0.174 0.306 0.987 -0.083
C 3.20325 2.06558 -5.36239 -0.183 -0.487 -0.353 -0.082
C 2.80709 1.90995 -4.03047 -0.001 0.298 0.340 -0.086
C 1.73679 2.25492 -1.19195 0.202 0.078 -0.137 -0.429
C 3.06001 2.37325 -0.72843 -0.445 0.275 0.055 -0.122
C 3.54131 3.61444 -0.32817 -0.057 0.231 0.029 -0.078
C 2.71950 4.74903 -0.40267 -0.121 -0.195 -0.194 -0.079
C 1.39363 4.61758 -0.83341 0.286 0.049 0.295 -0.081
C 0.89266 3.36785 -1.18988 0.366 0.156 0.051 -0.112
H -2.15210 -0.21308 -3.07160 0.244 0.305 0.066 0.074
H -0.73830 1.98705 -2.73717 0.034 -0.547 0.116 0.075
H -1.86720 -1.45583 -4.91607 0.011 -0.315 0.083 0.091
H -2.42094 -3.18764 -6.60285 0.177 0.015 0.165 0.102
H -1.28583 -5.40295 -6.57755 0.142 0.317 0.240 0.105
H 0.52050 -5.81699 -4.90785 -0.120 0.267 0.031 0.105
H 1.04452 -4.12418 -3.17258 -0.266 0.008 -0.127 0.109
H 0.80053 -2.60130 0.29760 -0.764 0.665 0.161 0.105
H -0.68973 -2.91880 2.38739 -0.079 -0.061 -0.588 0.088
H -2.88775 -3.95402 2.04344 0.067 0.027 -0.189 0.108
H -3.81242 -4.21551 -0.26756 -0.130 -0.041 0.046 0.097
H -2.67957 -3.18383 -2.20876 0.306 -0.066 0.347 0.110
H 1.60251 -1.25124 -4.23886 -0.064 0.446 -0.162 0.058
H 1.95503 -0.80498 -6.62442 0.180 -0.005 0.280 0.106
H 3.11339 1.26567 -7.38468 -0.034 -0.072 0.270 0.103
H 3.74515 2.95101 -5.66601 -0.055 0.120 0.117 0.099
H 3.00882 2.73328 -3.33777 -0.097 -0.336 -0.223 0.099
H 3.69596 1.48657 -0.68327 -0.115 0.241 -0.055 0.103
H 4.56586 3.70356 0.03505 -0.266 0.017 -0.105 0.107
H 3.11441 5.73353 -0.13957 -0.143 -0.362 -0.029 0.104
H 0.73911 5.48676 -0.89213 0.196 -0.153 0.100 0.105
H -0.15483 3.28427 -1.46984 0.297 0.083 0.011 0.081
F -1.12432 -0.74451 5.46185 0.885 -1.049 -0.110 0.142
C -0.07204 -1.54438 5.14418 -1.217 -0.506 -0.288 -0.456
F 0.40034 -2.07252 6.31256 -0.641 0.631 -1.306 0.152
F -0.56756 -2.57083 4.40080 0.327 0.569 0.797 0.126
C 1.02893 -0.79862 4.29429 0.620 0.487 -1.007 -0.196
O 0.89024 -0.72946 2.86630 -0.935 -0.192 4.644 -0.249
C 1.11023 0.64927 4.82798 -0.652 1.449 -0.344 -0.485
F 1.44667 0.72120 6.14401 -0.364 0.032 -1.103 0.160
F 1.99640 1.38344 4.11050 -0.536 -0.571 0.799 0.155
F -0.10734 1.25566 4.66733 1.466 -0.297 0.298 0.121
C 2.36918 -1.49899 4.66388 1.333 -0.470 -0.831 -0.506
F 2.74442 -1.47732 5.97031 -0.305 0.014 -1.242 0.147
F 2.29911 -2.79214 4.26509 0.011 0.524 0.416 0.156
F 3.36960 -0.92429 3.95493 -0.496 -0.312 0.653 0.148
```
Positions in Å, forces in eV/Å.

## Properties
⟨S²⟩ = 2.0235
Gap between HOMO and LUMO (spin up / spin down) = 5.99 / 7.57 eV
Energy relative to the best compared isomer or geometry (same formula, charge and spin) = 51.2 kcal/mol
2S+1 = 3
F_max = 0.0922 Eh/bohr

---

No. 3
C22H39Cl6F9I2N3O2S | the ωB97M-V functional and the def2-TZVPD basis

Structure (XYZ):
```
84
Properties=species:S:1:pos:R:3:forces:R:3:lowdin_charge:R:1
C 3.80716 -4.61046 -3.69213 0.268 0.283 -0.094 -0.247
C 3.16984 -3.28441 -3.27993 -0.312 -0.345 -0.202 -0.787
I 4.78828 -1.98800 -2.68558 0.008 0.080 -0.014 0.989
C 2.13357 -3.33244 -2.14145 0.160 0.588 0.058 -0.666
I 1.25000 -5.29475 -1.90700 -0.081 -0.175 0.074 1.101
C 1.00747 -2.22959 -2.17509 0.304 -0.310 -0.561 -0.396
C 1.56533 -0.84238 -2.50966 -0.180 0.405 0.437 -0.158
C 0.57056 0.34700 -2.49637 0.232 0.050 -0.097 -0.150
C 0.75438 1.32640 -1.32989 -0.311 0.037 -0.275 -0.174
C 1.94043 2.28419 -1.51952 -0.039 0.126 0.232 -0.080
C 3.03943 2.10170 -0.48700 0.305 0.011 0.045 -0.450
F 3.20013 0.77412 -0.19175 -0.029 0.031 -0.076 0.061
F 4.22696 2.53893 -0.96300 -0.183 -0.042 -0.026 0.120
C 2.73120 2.91621 0.81260 0.296 -0.017 -0.070 -0.431
F 1.42356 2.79557 1.08034 -0.167 -0.106 0.130 0.119
F 2.97920 4.19269 0.51681 -0.094 0.160 0.101 0.136
S 3.68671 2.44918 2.40386 -0.105 0.034 -0.160 0.774
F 4.40278 3.84899 2.48158 -0.018 -0.011 0.011 -0.112
F 2.50328 3.00497 3.29822 0.061 0.015 -0.030 -0.121
F 2.96511 1.02428 2.34108 -0.027 -0.045 0.126 -0.146
F 4.88055 1.89551 1.52550 0.062 -0.088 0.062 -0.119
F 4.43807 1.98447 3.70051 -0.077 0.050 -0.122 -0.094
C -0.11182 -2.55829 -3.19994 -0.162 -0.116 -0.133 -0.173
N -1.34170 -3.07274 -2.64898 0.099 0.010 0.088 -0.036
C -1.90839 -2.14861 -1.69779 0.044 0.065 -0.126 -0.138
C -0.96068 -1.76735 -0.52575 -0.560 0.121 0.219 -0.214
C -1.47728 -2.32686 0.79959 0.046 0.028 0.033 -0.099
C -2.73884 -1.59348 1.27068 0.258 -0.205 0.079 -0.168
O -2.40417 -0.65890 2.32115 0.110 -0.159 -0.374 -0.078
C -2.55818 0.64323 1.97492 -0.308 0.400 0.263 -0.339
O -3.55842 1.26244 2.16105 0.089 -0.117 -0.056 0.127
N 0.43585 -2.29541 -0.76348 -0.197 0.368 0.095 -0.073
N 1.31619 -1.78334 0.24178 -0.029 -0.592 0.458 0.155
H 4.66758 -4.39821 -4.32557 -0.044 -0.024 -0.041 0.060
H 3.11316 -5.20197 -4.28668 -0.089 -0.133 0.165 0.061
H 4.17495 -5.17074 -2.83534 -0.085 -0.093 0.019 0.065
H 2.70516 -2.86357 -4.17130 0.136 0.256 0.039 0.083
H 2.67952 -3.22807 -1.20566 0.009 -0.212 -0.011 0.039
H 1.99182 -0.90773 -3.50831 0.045 -0.194 -0.004 0.109
H 2.38923 -0.59369 -1.84554 0.105 -0.003 -0.133 0.039
H 0.74060 0.91403 -3.41363 -0.094 0.010 -0.018 0.126
H -0.47149 0.03588 -2.56278 0.038 -0.100 0.099 0.089
H -0.16245 1.91300 -1.24407 0.058 0.045 0.027 0.125
H 0.86095 0.79749 -0.38647 -0.032 -0.038 0.051 0.076
H 1.59482 3.31537 -1.45504 0.111 0.031 -0.061 0.108
H 2.40808 2.19469 -2.50017 0.043 -0.158 0.019 0.126
H 0.28445 -3.24048 -3.95247 -0.007 -0.098 0.079 0.121
H -0.37703 -1.64435 -3.73322 0.086 -0.016 -0.013 0.126
H -1.26579 -4.01777 -2.30091 -0.015 -0.059 -0.015 0.052
H -2.18818 -1.24203 -2.23985 -0.010 -0.017 0.009 0.127
H -2.83171 -2.56577 -1.29894 0.028 -0.035 0.067 0.134
H -0.89614 -0.68071 -0.44545 0.295 -0.016 -0.083 0.131
H -0.74334 -2.22996 1.59839 0.041 -0.081 0.003 0.125
H -1.68527 -3.39363 0.67383 -0.028 -0.011 -0.011 0.137
H -3.21889 -1.05110 0.45392 -0.160 -0.069 -0.022 0.128
H -3.45543 -2.30502 1.66938 -0.057 0.156 0.135 0.070
H -1.65396 1.10689 1.55485 0.135 -0.001 -0.064 0.142
H 0.35772 -3.30123 -0.56028 -0.001 -0.078 -0.106 0.070
H 0.94379 -0.93511 0.63697 0.093 0.225 -0.130 0.095
H 2.25794 -1.67631 -0.10707 -0.016 0.230 -0.075 0.087
Cl 3.03013 5.16108 -3.26559 -0.014 -0.016 -0.012 0.566
C 4.14323 6.25594 -2.39294 0.084 -0.005 0.089 -0.641
C 3.67465 7.68657 -2.44041 -0.014 0.051 0.004 -0.666
Cl 3.77023 8.36477 -4.08308 -0.012 -0.004 0.001 0.552
H 5.12538 6.14448 -2.84334 -0.013 -0.006 -0.049 0.072
H 4.18439 5.91294 -1.36058 -0.035 -0.006 0.001 0.063
H 4.31188 8.29514 -1.80151 0.025 -0.010 -0.004 0.076
H 2.64565 7.77772 -2.10283 -0.015 -0.007 -0.015 0.068
Cl -3.88633 -2.06681 4.93286 -0.065 -0.069 0.006 0.569
C -4.17728 -0.42978 5.58239 0.021 0.096 -0.071 -0.654
C -3.43476 -0.19162 6.87132 0.026 0.031 0.036 -0.664
Cl -4.07524 -1.18226 8.20374 0.007 -0.010 0.003 0.554
H -5.24950 -0.31735 5.72287 -0.010 -0.041 0.033 0.067
H -3.84291 0.27745 4.82407 0.016 -0.017 -0.006 0.059
H -3.54323 0.85122 7.16391 -0.025 0.005 -0.006 0.076
H -2.37782 -0.42150 6.76497 0.003 -0.027 0.000 0.068
Cl -8.91108 -0.63189 1.05629 -0.006 -0.005 -0.006 0.549
C -8.06128 -0.78714 2.61391 -0.037 0.011 0.032 -0.659
C -6.57240 -0.91478 2.43098 0.063 0.068 0.053 -0.645
Cl -6.13092 -2.47359 1.67348 -0.044 -0.034 -0.061 0.563
H -8.47246 -1.64834 3.13362 -0.003 -0.021 -0.022 0.071
H -8.27726 0.11093 3.18974 0.010 0.019 -0.012 0.077
H -6.07099 -0.88817 3.39629 -0.011 -0.044 0.012 0.035
H -6.17869 -0.11783 1.80588 0.002 -0.015 -0.025 0.064
```
Positions in Å, forces in eV/Å.

## Properties
Charge = +1
Gap between HOMO and LUMO = 9.38 eV
2S+1 = 1
F_max = 0.0146 Eh/bohr